C4H5NO | ωB97M-V with the def2-TZVPD basis set

Values from the calculation:
- E_LUMO: 0.0290 Ha
- Gap between HOMO and LUMO: 9.39 eV
- Highest occupied orbital energy: -8.597 eV
- ΔE to the lowest compared entry with this formula, charge and spin: 3.351 eV
- Charge: 0

Last column: natural (NBO) charge in e.
CARTESIAN COORDINATES (ANGSTROEM)
C (0.4199, -0.6474, 0.3741)  -0.42
C (-0.8259, -0.4672, 1.1884)  -0.63
C (0.5116, 1.1828, -1.2130)  0.54
C (0.4150, -0.7408, -0.9735)  0.32
O (-0.4859, 1.8075, -1.0839)  -0.50
N (0.5121, -0.3796, -2.1065)  -0.42
H (1.3327, -0.9546, 0.8719)  0.24
H (1.5622, 1.4432, -1.2726)  0.19
H (-0.5788, 0.0028, 2.1417)  0.22
H (-1.3167, -1.4215, 1.4009)  0.22
H (-1.5463, 0.1748, 0.6724)  0.23

=====

C2H4P2 | ωB97M-V with the def2-TZVPD basis set

Values from the calculation:
- E_LUMO (alpha / beta): -0.0247 / -0.0341 Ha
- Gap between HOMO and LUMO (alpha / beta): 7.43 / 7.06 eV
- Highest occupied orbital energy (alpha / beta): -8.100 / -7.988 eV
- ΔE to the lowest compared entry with this formula, charge and spin: 2.121 eV
- Charge: 0
- Structure (SMILES): C=P1=PC1

Last column: natural (NBO) charge in e.
CARTESIAN COORDINATES (ANGSTROEM)
C (0.5350, -1.1079, 0.8066)  -0.70
P (-0.5900, -1.1853, -0.5694)  0.49
P (-2.0898, 0.0712, 0.4676)  0.33
C (-1.0393, 0.6765, -0.8752)  -0.99
H (0.6453, -1.8544, 1.5165)  0.20
H (0.8034, -0.2225, 1.3157)  0.19
H (-0.4515, 1.4857, -0.6962)  0.22
H (-1.6550, 0.6935, -1.9192)  0.26

=====

C20H23N3O5S | ωB97M-V with the def2-TZVPD basis set

Values from the calculation:
- E_LUMO: 0.0173 Ha
- Gap between HOMO and LUMO: 8.92 eV
- Highest occupied orbital energy: -8.447 eV
- ΔE to the lowest compared entry with this formula, charge and spin: 0.892 eV
- Charge: 0
- Structure (SMILES): COc1ccc(NC(C)=O)cc1S(=O)(=O)Nc1ccccc1C(=O)N1CCCC1

Last column: natural (NBO) charge in e.
CARTESIAN COORDINATES (ANGSTROEM)
C (-1.2046, -2.9841, -2.9358)  -0.25
O (-1.3847, -2.7475, -1.5547)  -0.50
C (-0.3311, -2.3545, -0.8153)  0.31
C (0.9889, -2.2501, -1.2520)  -0.28
C (1.9825, -1.8094, -0.3950)  -0.20
C (1.6876, -1.4463, 0.9159)  0.11
N (2.6570, -0.9700, 1.8076)  -0.61
C (3.8657, -0.4106, 1.5041)  0.69
C (4.6335, 0.0122, 2.7368)  -0.71
O (4.2754, -0.2604, 0.3757)  -0.61
C (0.3727, -1.5669, 1.3636)  -0.23
C (-0.6052, -2.0188, 0.5113)  -0.31
S (-2.2979, -2.1223, 1.0916)  2.31
O (-2.8179, -3.4306, 0.8586)  -0.91
O (-2.3380, -1.6046, 2.4290)  -0.95
N (-3.0867, -1.0382, 0.0918)  -0.88
C (-3.1260, 0.3035, 0.4735)  0.25
C (-3.9476, 0.6681, 1.5362)  -0.22
C (-4.0850, 1.9965, 1.8864)  -0.19
C (-3.4283, 2.9800, 1.1613)  -0.22
C (-2.5767, 2.6222, 0.1337)  -0.18
C (-2.3757, 1.2831, -0.1885)  -0.19
C (-1.4195, 0.8846, -1.2625)  0.68
O (-1.7464, 0.1525, -2.1914)  -0.66
N (-0.1696, 1.3757, -1.1684)  -0.43
C (0.4756, 1.9568, -0.0061)  -0.21
C (1.7532, 2.5613, -0.5798)  -0.41
C (2.1426, 1.5538, -1.6597)  -0.41
C (0.7977, 1.1047, -2.2244)  -0.22
H (-0.4774, -3.7805, -3.1168)  0.18
H (-0.9016, -2.0660, -3.4462)  0.20
H (-2.1806, -3.2951, -3.3023)  0.21
H (1.2554, -2.5184, -2.2618)  0.23
H (2.9976, -1.7390, -0.7495)  0.25
H (2.3716, -0.9649, 2.7769)  0.40
H (4.8161, -0.8483, 3.3768)  0.23
H (4.0687, 0.7530, 3.2990)  0.23
H (5.5843, 0.4414, 2.4351)  0.24
H (0.0832, -1.3156, 2.3730)  0.25
H (-2.8190, -1.1787, -0.8770)  0.45
H (-4.4746, -0.1100, 2.0629)  0.24
H (-4.7294, 2.2713, 2.7076)  0.22
H (-3.5770, 4.0225, 1.3994)  0.22
H (-2.0740, 3.3872, -0.4413)  0.22
H (-0.1573, 2.6911, 0.4885)  0.22
H (0.7131, 1.1632, 0.7151)  0.19
H (1.5364, 3.5333, -1.0251)  0.20
H (2.5281, 2.6841, 0.1732)  0.22
H (2.7797, 1.9909, -2.4250)  0.22
H (2.6720, 0.7165, -1.2070)  0.23
H (0.7796, 0.0440, -2.4858)  0.22
H (0.5133, 1.6773, -3.1135)  0.20

=====

C18H45F8K2N4O28P3S8 | ωB97M-V with the def2-TZVPD basis set

Values from the calculation:
- E_LUMO (alpha / beta): 0.0123 / -0.1529 Ha
- Gap between HOMO and LUMO (alpha / beta): 7.07 / 2.58 eV
- Highest occupied orbital energy (alpha / beta): -6.739 / -6.738 eV
- Charge: -1
- Multiplicity: 2

Last column: Mulliken charge in e.
CARTESIAN COORDINATES (ANGSTROEM)
K (2.3674, -1.7707, 2.7739)  1.01
K (0.0534, -4.1352, 3.6289)  0.96
N (2.6652, -4.1767, 3.9893)  -0.10
S (3.3071, -4.0366, 5.6315)  0.96
O (4.7246, -4.1752, 5.8362)  -0.52
O (2.4758, -4.4911, 6.7281)  -0.58
F (3.3414, -2.4271, 5.7758)  -0.26
S (3.6461, -5.1778, 3.4572)  0.99
O (3.3266, -6.5927, 3.7497)  -0.63
O (5.0264, -4.8197, 3.1805)  -0.53
F (3.0637, -5.1356, 1.9294)  -0.28
N (-2.3284, -6.2866, -1.1510)  0.07
S (-0.8748, -6.6474, -2.1331)  0.98
O (-0.3166, -8.0019, -2.0613)  -0.49
O (-0.1641, -5.4644, -2.5132)  -0.37
F (-1.6747, -6.9289, -3.4572)  -0.25
S (-1.7062, -6.7867, 0.0591)  1.05
O (-0.4630, -6.2735, 0.5642)  -0.25
O (-2.0404, -8.1312, 0.4546)  -0.40
F (-2.7217, -6.0170, 1.0922)  -0.30
N (-0.1938, -2.5088, 1.4793)  0.13
S (0.5091, -2.5250, -0.0339)  0.93
O (1.7161, -1.7445, -0.0863)  -0.55
O (-0.3399, -2.6683, -1.2357)  -0.54
F (1.0555, -4.0162, 0.1707)  -0.23
S (-1.2819, -1.5171, 1.1136)  0.56
O (-2.6304, -1.9959, 0.7810)  -0.34
O (-0.9492, -0.2034, 0.6127)  -0.46
F (-1.4790, -0.9992, 2.6376)  -0.44
N (-5.9145, -4.1738, -1.3677)  -0.14
S (-6.4137, -3.5270, 0.1283)  1.10
O (-7.1473, -4.3805, 1.0458)  -0.57
O (-6.5816, -2.0832, 0.1792)  -0.48
F (-4.8262, -3.6068, 0.6622)  -0.23
S (-7.2747, -3.9529, -1.9035)  0.94
O (-7.5962, -2.6598, -2.4935)  -0.62
O (-8.3325, -4.8288, -1.4541)  -0.61
F (-7.0379, -4.7287, -3.2836)  -0.35
C (1.9141, 0.8513, -2.5833)  -1.06
C (3.0390, -0.0230, -3.1558)  -0.47
O (3.0520, -0.0650, -4.5310)  -0.26
P (4.2823, 0.6117, -5.3126)  1.02
O (5.6647, 0.2232, -4.8419)  -0.73
O (3.9756, 0.3092, -6.8875)  -0.34
C (4.4356, -0.8165, -7.5663)  -0.33
C (3.7950, -2.1023, -6.9022)  -1.03
O (3.9369, 2.2408, -5.2037)  -0.31
C (4.4787, 3.0874, -6.1661)  -0.18
C (5.8350, 3.5008, -5.7798)  -1.04
H (0.9847, 0.6486, -3.1155)  0.43
H (1.8327, 0.7095, -1.5056)  0.20
H (2.2554, 1.8774, -2.7198)  0.35
H (4.0013, 0.2652, -2.7328)  0.40
H (2.8893, -1.0452, -2.8082)  0.30
H (4.0090, -0.6965, -8.5621)  0.31
H (5.5211, -0.7881, -7.6619)  0.29
H (2.7113, -2.0819, -7.0177)  0.25
H (4.1433, -2.9480, -7.4951)  0.41
H (4.1837, -2.2899, -5.9014)  0.33
H (4.4850, 2.6581, -7.1680)  0.28
H (3.8535, 3.9750, -6.0703)  0.28
H (6.2472, 4.2791, -6.4220)  0.40
H (5.7825, 3.7886, -4.7298)  0.21
H (6.5304, 2.6704, -5.9023)  0.28
C (-4.5946, 3.5261, 4.4694)  -0.88
C (-4.7288, 2.1937, 3.7366)  -0.38
O (-4.1504, 2.3884, 2.4335)  0.06
P (-4.9016, 3.3249, 1.3089)  0.68
O (-4.6608, 4.7906, 1.4111)  -0.79
O (-6.4841, 2.9470, 1.4221)  -0.16
C (-7.4991, 3.8607, 1.2618)  -0.36
C (-7.8280, 4.2450, -0.2356)  -1.13
O (-4.3988, 2.6379, -0.1294)  -0.42
C (-5.0035, 1.5110, -0.5882)  -0.41
C (-3.9378, 0.4422, -0.3545)  -0.60
H (-5.0643, 4.3312, 3.9044)  0.26
H (-5.0123, 3.5336, 5.4762)  0.41
H (-3.5176, 3.6925, 4.4915)  0.11
H (-4.1948, 1.3897, 4.2432)  0.35
H (-5.7878, 1.9434, 3.6739)  0.33
H (-8.4322, 3.3550, 1.5102)  0.30
H (-7.4473, 4.6772, 1.9821)  0.32
H (-7.0051, 4.6904, -0.7946)  0.32
H (-7.9838, 3.3600, -0.8525)  0.30
H (-8.7465, 4.8134, -0.3820)  0.38
H (-5.9201, 1.1635, -0.1117)  0.40
H (-5.1048, 1.7119, -1.6548)  0.31
H (-3.0574, 0.7052, -0.9409)  0.17
H (-3.8656, 0.6197, 0.7186)  0.12
H (-4.2896, -0.5827, -0.4727)  0.24
C (5.0499, 2.3807, -0.5414)  -0.98
C (4.8133, 2.3234, 1.0264)  -0.12
O (3.6218, 2.9053, 1.3357)  -0.23
P (2.8813, 2.3911, 2.7211)  0.51
O (2.9313, 0.9308, 2.9856)  -0.23
O (3.7428, 3.2173, 3.7684)  -0.34
C (4.8636, 2.5837, 4.4544)  -0.12
C (5.3364, 3.6023, 5.5964)  -1.27
O (1.4292, 3.0885, 2.7470)  -0.34
C (0.2321, 2.5394, 2.2196)  0.07
C (-0.9850, 2.9855, 3.0123)  -0.94
H (4.2874, 1.8094, -1.0709)  -0.07
H (4.8437, 3.4381, -0.7068)  0.33
H (6.0531, 2.1135, -0.8736)  0.44
H (4.8607, 1.2565, 1.2444)  0.29
H (5.5991, 2.7776, 1.6300)  0.23
H (4.5890, 1.5865, 4.7984)  0.30
H (5.6911, 2.3881, 3.7724)  0.25
H (4.5471, 3.7735, 6.3285)  0.33
H (6.1746, 3.1704, 6.1432)  0.40
H (5.6521, 4.5797, 5.2315)  0.31
H (0.1896, 2.7999, 1.1621)  0.35
H (0.3247, 1.4549, 2.2785)  -0.07
H (-1.1239, 2.4982, 3.9774)  0.34
H (-0.9131, 4.0728, 3.0378)  0.38
H (-1.9035, 2.8175, 2.4500)  0.05